Record 1
65
Properties=species:S:1:pos:R:3:lowdin_charge:R:1 method="wB97M-V/def2-TZVPD" homo_lumo_gap_ev=8.53 lumo_energy_ev=0.59 e_homo_ev=-7.942
O 3.7138 -0.3424 -2.0743 0.067
C 2.6887 -0.0667 -2.6679 -0.428
C 1.3230 -0.1969 -2.0135 -0.237
C 1.4260 0.0511 -0.5085 -0.122
C 0.0824 -0.2224 0.1600 -0.181
N -0.3008 -1.6011 -0.0682 -0.129
C -1.3449 -2.1305 0.7969 -0.315
C -0.7985 -2.3777 2.2054 -0.116
C -1.8897 -2.9910 3.0931 -0.174
N -3.1139 -2.2242 3.1580 -0.169
C -3.1861 -1.1676 4.1522 -0.145
C -2.2886 0.0337 3.9524 -0.215
C -1.0055 0.0545 4.4869 -0.055
C -0.1268 1.1030 4.2541 0.013
C -0.5674 2.1484 3.4654 -0.244
C -1.8614 2.1623 2.9475 -0.159
C -2.7246 1.1190 3.1917 0.000
C -2.0400 3.4302 2.1633 -0.083
C -0.6463 4.0788 2.2924 -0.143
O 0.1591 3.2435 3.1246 -0.014
C -3.6254 -1.9317 1.8389 -0.177
C -2.6151 -1.2722 0.8903 -0.119
C -0.5062 -1.8306 -1.4810 -0.188
C 0.8116 -1.6268 -2.2263 -0.119
N 2.7262 0.3413 -3.9645 -0.040
C 1.5788 0.6417 -4.7992 -0.128
C 2.0500 1.2644 -6.1135 -0.195
O 2.9036 0.4171 -6.8455 -0.129
C 3.8102 -0.3163 -6.0346 -0.173
C 4.0013 0.3120 -4.6613 -0.119
H 0.6098 0.5105 -2.4447 0.130
H 2.1837 -0.6132 -0.0945 0.125
H 1.7328 1.0809 -0.3167 0.123
H -0.6684 0.4828 -0.2466 0.125
H 0.1693 -0.0419 1.2318 0.114
H -1.6237 -3.1063 0.3765 0.145
H -0.4591 -1.4408 2.6430 0.083
H 0.0541 -3.0547 2.1466 0.121
H -1.5126 -3.1318 4.1081 0.117
H -2.1544 -3.9778 2.6918 0.121
H -4.2294 -0.8365 4.1796 0.121
H -2.9550 -1.6316 5.1162 0.121
H -0.6782 -0.7724 5.1008 0.116
H 0.8686 1.1064 4.6672 0.118
H -3.7304 1.1385 2.7964 0.127
H -2.3000 3.2307 1.1224 0.116
H -2.8220 4.0591 2.5928 0.118
H -0.6893 5.0692 2.7551 0.122
H -0.1436 4.1693 1.3237 0.121
H -4.5126 -1.3020 1.9402 0.117
H -3.9404 -2.8879 1.4006 0.121
H -2.3550 -0.2826 1.2638 0.085
H -3.0690 -1.1636 -0.0977 0.116
H -1.2714 -1.1532 -1.9082 0.125
H -0.8467 -2.8589 -1.6255 0.123
H 1.5518 -2.3225 -1.8295 0.132
H 0.6688 -1.8376 -3.2882 0.110
H 0.9159 1.3549 -4.3005 0.125
H 1.0083 -0.2702 -5.0191 0.128
H 1.1923 1.4580 -6.7624 0.129
H 2.5476 2.2231 -5.9037 0.126
H 3.4333 -1.3425 -5.9147 0.129
H 4.7599 -0.3555 -6.5752 0.125
H 4.4092 1.3246 -4.7583 0.133
H 4.6909 -0.2804 -4.0567 0.127

---

Record 2
67
Properties=species:S:1:pos:R:3:lowdin_charge:R:1 method="wB97M-V/def2-TZVPD" homo_lumo_gap_ev=9.18 charge=+1 lumo_energy_ev=-2.20 e_homo_ev=-11.385
C 2.4215 5.3200 0.5992 -0.061
C 2.6847 3.9493 -0.0116 -0.255
N 1.8112 2.9320 0.5412 -0.256
C 1.9163 2.5809 1.9399 -0.239
C 3.2856 2.0510 2.3614 -0.057
S 1.3364 1.7475 -0.4801 0.680
O 0.2391 1.0201 0.1275 -0.328
O 1.1096 2.2955 -1.7789 -0.258
C 2.6303 0.4982 -0.6746 -0.244
C 3.6405 0.5836 -1.6128 -0.024
C 4.4322 -0.5301 -1.8528 0.000
C 4.1647 -1.7633 -1.2630 -0.190
C 4.9504 -2.9850 -1.6124 -0.024
C 3.1126 -1.8331 -0.3453 -0.189
N 2.6637 -3.0581 0.2012 0.163
C 1.3795 -3.4554 0.2572 -0.450
O 0.9840 -4.3855 0.9264 0.095
C 0.3639 -2.7241 -0.6489 -0.014
N -0.9255 -2.6258 0.0601 -0.086
C -0.8529 -1.7282 1.2435 -0.082
C -2.2183 -1.7035 1.9535 -0.139
N -3.2877 -1.2747 1.0914 -0.159
C -3.3135 0.1663 0.8389 -0.134
C -4.4801 0.5421 -0.0341 -0.241
C -5.7717 0.1944 0.3455 -0.042
C -6.8491 0.5324 -0.4525 -0.070
C -6.6470 1.2258 -1.6352 -0.079
C -5.3642 1.5778 -2.0170 -0.074
C -4.2838 1.2330 -1.2218 -0.043
C -3.3435 -2.1130 -0.0777 -0.140
C -2.0096 -2.1706 -0.8412 -0.067
C 2.4180 -0.6831 0.0032 -0.044
H 2.9841 6.0703 0.0510 0.082
H 2.7292 5.3553 1.6409 0.071
H 1.3642 5.5604 0.5348 0.087
H 3.7393 3.6730 0.1184 0.120
H 2.4580 3.9754 -1.0780 0.109
H 1.1462 1.8261 2.1082 0.106
H 1.6612 3.4617 2.5341 0.123
H 4.0417 2.8279 2.2869 0.075
H 3.2413 1.7235 3.3965 0.082
H 3.5890 1.2095 1.7414 0.061
H 3.7899 1.5004 -2.1587 0.124
H 5.2420 -0.4588 -2.5624 0.123
H 5.6121 -2.7915 -2.4508 0.086
H 5.5597 -3.2981 -0.7645 0.094
H 4.2885 -3.8098 -1.8706 0.088
H 3.3342 -3.6569 0.6701 0.176
H 0.2327 -3.3543 -1.5353 0.160
H 0.6811 -1.7321 -0.9637 0.126
H -1.1364 -3.5721 0.4178 0.191
H -0.0883 -2.1039 1.9247 0.142
H -0.5907 -0.7231 0.8983 0.094
H -2.1555 -1.0339 2.8118 0.137
H -2.4557 -2.7076 2.3239 0.135
H -3.4309 0.6455 1.8156 0.138
H -2.3820 0.5435 0.3914 0.104
H -5.9212 -0.3445 1.2688 0.118
H -7.8488 0.2604 -0.1499 0.107
H -7.4884 1.4941 -2.2554 0.106
H -5.2021 2.1218 -2.9351 0.106
H -3.2834 1.5157 -1.5198 0.112
H -4.1190 -1.7384 -0.7471 0.131
H -3.6262 -3.1228 0.2402 0.136
H -2.0875 -2.8503 -1.6907 0.144
H -1.7438 -1.1737 -1.1996 0.144
H 1.6686 -0.7090 0.7763 0.110

---

Record 3
71
Properties=species:S:1:pos:R:3:lowdin_charge:R:1 method="wB97M-V/def2-TZVPD" homo_lumo_gap_ev="5.78 / 5.92" spin_multiplicity=4 lumo_energy_ev="-1.39 / -1.28" s_squared=3.8449 e_homo_ev="-7.177 / -7.199"
Cr 0.5579 0.9748 -0.2854 0.072
Cl -4.6953 6.0516 -0.7455 0.669
C -3.3932 4.9161 -0.9007 -0.667
C -2.5628 4.9766 -2.0350 -0.072
C -1.5256 4.1010 -2.1968 0.022
C -1.2514 3.1093 -1.2227 -0.313
O -0.2646 2.2903 -1.4130 -0.195
C -2.0988 3.0597 -0.0840 -0.128
C -1.9054 2.0886 0.9386 -0.124
O -0.9760 1.2439 0.9941 -0.182
C -3.1713 3.9712 0.0581 -0.055
H -2.7593 5.7292 -2.7845 0.112
H -0.8894 4.1391 -3.0697 0.129
H -2.6352 2.0800 1.7596 0.146
H -3.8097 3.9129 0.9289 0.118
S 1.9212 -2.8310 -3.3098 -0.261
Sb 2.4906 -2.6674 -1.1690 0.335
S 0.3367 -1.3236 -0.3222 0.118
S 2.3600 0.9444 -1.6939 0.034
S 3.6587 -0.4791 -0.9094 -0.171
C 1.3230 2.0164 3.3270 -0.248
As 2.0325 1.8327 1.5244 1.136
C 1.9445 3.7047 0.9830 -0.251
C 3.9609 1.5692 1.7733 -0.314
C 4.4965 2.3399 2.9392 -0.311
C 4.9662 3.6405 2.7827 -0.058
C 5.4346 4.3595 3.8721 -0.078
C 5.4446 3.7848 5.1331 -0.089
C 4.9942 2.4829 5.2975 -0.077
C 4.5261 1.7675 4.2085 -0.060
H 1.7810 2.8908 3.7952 0.042
H 1.5339 1.1353 3.9282 0.017
H 0.2440 2.1518 3.2579 0.026
H 2.4577 4.3291 1.7162 0.029
H 0.8976 4.0129 0.9225 0.032
H 2.4027 3.8060 -0.0026 0.038
H 4.4011 1.8864 0.8235 0.071
H 4.1382 0.4960 1.8662 0.046
H 4.9783 4.0877 1.7964 0.114
H 5.8008 5.3673 3.7323 0.104
H 5.8133 4.3430 5.9815 0.102
H 5.0147 2.0221 6.2749 0.104
H 4.1852 0.7476 4.3381 0.105
C -0.9870 -6.2530 4.4199 -0.112
C -0.3496 -5.3114 3.4105 -0.289
C -1.2713 -5.0179 2.2337 -0.294
C -0.6340 -4.1500 1.1521 -0.359
Ge -0.5362 -2.2324 1.5455 0.647
C 0.4471 -1.5991 3.1248 -0.335
C 1.9669 -1.6573 3.0371 -0.311
C 2.5415 -3.0672 3.0119 -0.283
C 4.0565 -3.0525 2.8845 -0.103
H -0.3214 -6.4527 5.2576 0.068
H -1.2364 -7.2081 3.9580 0.073
H -1.9090 -5.8309 4.8204 0.073
H 0.5830 -5.7433 3.0347 0.112
H -0.0700 -4.3787 3.9077 0.080
H -2.1910 -4.5501 2.6015 0.106
H -1.5808 -5.9692 1.7900 0.112
H -1.2191 -4.2003 0.2298 0.068
H 0.3640 -4.5193 0.9015 0.048
H -1.9724 -1.6731 1.6228 -0.022
H 0.1003 -2.1567 3.9958 0.061
H 0.1019 -0.5701 3.2600 0.038
H 2.3992 -1.1334 3.8978 0.101
H 2.3093 -1.1256 2.1379 0.063
H 2.1091 -3.6303 2.1781 0.075
H 2.2479 -3.5971 3.9237 0.109
H 4.3640 -2.5189 1.9800 0.060
H 4.4654 -4.0601 2.8299 0.073
H 4.5166 -2.5519 3.7380 0.072

---

Record 4
75
Properties=species:S:1:pos:R:3:lowdin_charge:R:1 method="wB97M-V/def2-TZVPD" homo_lumo_gap_ev="8.20 / 6.96" spin_multiplicity=2 charge=+2 lumo_energy_ev="-5.93 / -7.13" s_squared=0.7537 e_homo_ev="-14.130 / -14.095"
Ru 0.3461 0.9592 -0.0386 1.411
C 1.8326 4.9234 -0.5208 -0.012
C 1.3435 3.7547 -1.0850 -0.104
N 1.3059 2.7907 -0.1596 -0.102
N 1.7524 3.3185 1.0015 -0.007
C 2.0833 4.5985 0.8038 -0.022
B 1.9269 2.4324 2.2531 -0.490
N 2.6663 1.1663 1.7898 -0.010
C 3.7646 0.5795 2.2778 -0.027
C 4.0729 -0.5097 1.4820 -0.014
C 3.0892 -0.5218 0.5013 -0.106
N 2.2524 0.5011 0.6899 -0.084
N 0.5286 2.0004 2.7232 -0.013
C -0.0775 2.1405 3.9084 -0.027
C -1.3298 1.5549 3.8313 -0.019
C -1.4144 1.0634 2.5330 -0.112
N -0.2850 1.3418 1.8793 -0.097
H 2.0064 5.8659 -1.0085 0.115
H 1.0361 3.5599 -2.1003 0.126
H 2.4918 5.1898 1.6063 0.141
H 2.5157 3.0010 3.1179 0.133
H 4.2623 0.9784 3.1458 0.140
H 4.9033 -1.1852 1.5845 0.113
H 2.9549 -1.1970 -0.3252 0.081
H 0.4118 2.6473 4.7232 0.139
H -2.0751 1.4921 4.6039 0.113
H -2.2213 0.5372 2.0495 0.117
N -0.7488 0.0938 -2.0207 0.054
C -1.4473 1.0997 -2.7468 -0.241
C -1.7918 1.0273 -4.0634 0.011
C -2.5343 2.0745 -4.6557 -0.034
C -2.9186 3.1582 -3.9206 -0.002
C -2.5373 3.2686 -2.5604 -0.133
C -2.8482 4.3834 -1.7512 0.040
C -2.3975 4.4278 -0.4618 -0.005
C -1.6132 3.3739 0.0254 -0.105
N -1.3099 2.3106 -0.6939 0.004
C -1.7817 2.2336 -1.9797 -0.166
H -1.3529 -0.2876 -1.2947 0.057
H -0.4395 -0.6845 -2.5897 0.098
H -1.5132 0.1648 -4.6567 0.126
H -2.8130 1.9974 -5.6972 0.123
H -3.5055 3.9500 -4.3668 0.129
H -3.4296 5.1970 -2.1666 0.137
H -2.6187 5.2624 0.1874 0.125
H -1.2175 3.4093 1.0324 0.112
C -1.4114 -4.2342 -1.5544 -0.076
N -1.2921 -3.0345 -0.7286 -0.301
C -2.5766 -2.4694 -0.3167 -0.088
P 0.0521 -2.6458 0.1393 0.533
O 0.1465 -1.1429 0.2426 -0.409
N -0.0315 -3.2963 1.6287 -0.297
C 0.6619 -2.6916 2.7648 -0.064
C -0.7751 -4.5132 1.9375 -0.076
N 1.3646 -3.2562 -0.6377 -0.299
C 1.9191 -4.5801 -0.3612 -0.067
C 1.8564 -2.6468 -1.8674 -0.103
H -1.8793 -3.9802 -2.5072 0.095
H -2.0300 -4.9934 -1.0692 0.091
H -0.4307 -4.6573 -1.7551 0.070
H -3.1757 -2.2367 -1.1996 0.095
H -2.4159 -1.5576 0.2583 0.064
H -3.1450 -3.1678 0.3038 0.096
H 1.1199 -1.7524 2.4659 0.061
H 1.4407 -3.3589 3.1419 0.095
H -0.0467 -2.4974 3.5722 0.095
H -1.1612 -4.9747 1.0322 0.071
H -1.6126 -4.2976 2.6049 0.096
H -0.1244 -5.2331 2.4386 0.096
H 1.5001 -4.9834 0.5563 0.075
H 3.0014 -4.5076 -0.2421 0.097
H 1.7145 -5.2764 -1.1785 0.092
H 1.6652 -1.5748 -1.8583 0.054
H 1.4047 -3.0917 -2.7615 0.096
H 2.9358 -2.7915 -1.9361 0.098

---

Energy relative to the best compared isomer or geometry (same formula, charge and spin) across the listed records, respectively: 44.9 0.8 12.6 14.4 kcal/mol.
Maximum force across the listed records, respectively: 0.63 1.15 1.06 1.02 eV/A.
M across the listed records, respectively: 413.56 459.64 841.56 637.48 g mol⁻¹.